(1)
Below is one molecule with the formula C6H16N2O2S2 at a distorted geometry, with properties calculated with ωB97M-V/def2-TZVPD.

The calculation puts the HOMO energy at -8.4715 eV. The calculation puts the energy above the lowest of the compared OMol25 structures with the same formula, charge and spin at 43.82 kcal/mol. As for the multiplicity: 1. As for the LUMO energy: 0.0235 Eh. As for the charge: 0. The total energy is -1294.470177 Ha.

Element x y z (Å)
C  0.94  -1.85  1.06
C  1.25  0.64  1.62
C  -1.09  -1.22  -0.81
C  0.54  0.47  -1.32
C  -0.27  1.60  -2.06
C  0.29  -0.45  1.11
N  -0.80  -0.52  2.00
N  -0.25  -0.16  -0.29
O  -2.29  1.49  1.72
O  -2.47  -0.14  3.68
S  -1.05  2.84  -1.01
S  -1.55  0.72  2.94
H  0.10  -2.70  1.25
H  1.29  -2.06  0.06
H  1.81  -1.99  1.87
H  0.91  1.64  1.66
H  1.60  0.45  2.69
H  2.14  0.82  0.96
H  -1.63  -0.97  -1.88
H  -0.54  -2.11  -0.93
H  -1.99  -1.29  -0.18
H  1.47  0.93  -0.77
H  0.80  -0.26  -2.13
H  0.46  1.98  -2.87
H  -0.96  1.24  -2.73
H  -1.00  -1.41  2.32
H  -1.84  2.23  1.43
H  -2.12  2.00  -0.80

=====

(2)
Below is C6H16N2O3P as an isolated structure at a distorted geometry, with properties calculated with ωB97M-V/def2-TZVPD.

The calculation puts the HOMO energy at -14.0256 eV. The calculation puts the energy above the lowest of the compared OMol25 structures with the same formula, charge and spin at 27.44 kcal/mol. As for the multiplicity: 1. As for the LUMO energy: -0.1515 Eh. As for the charge: +1. The total energy is -914.512301 Ha.

Element x y z (Å)
C  3.23  -0.38  -0.16
C  1.54  -2.16  -0.79
C  -2.13  1.38  -1.02
C  -3.68  -0.20  0.40
C  2.18  -1.36  0.32
C  -2.30  0.33  0.06
N  2.31  2.19  1.01
N  1.20  -0.37  0.95
O  4.34  -0.51  -0.44
O  1.23  1.39  -1.21
O  -1.31  -0.82  -0.10
P  2.00  1.03  -0.09
H  0.91  -2.96  -0.42
H  0.97  -1.56  -1.33
H  2.41  -2.41  -1.34
H  -2.70  1.04  -1.85
H  -2.68  2.34  -0.54
H  -1.16  1.72  -1.15
H  -3.73  -1.16  1.06
H  -4.47  -0.40  -0.43
H  -4.07  0.55  0.96
H  2.81  -2.08  1.09
H  -1.76  0.89  0.96
H  2.02  3.16  0.85
H  2.94  2.25  1.75
H  1.14  -0.21  1.95
H  0.17  -0.74  0.57
H  -1.40  -0.95  -1.08

=====

(3)
Below is a 2-piece molecular cluster, C6H16N3O overall at a distorted geometry, with properties calculated with ωB97M-V/def2-TZVPD.

The calculation puts the HOMO energy at -13.1607 eV. The calculation puts the energy above the lowest of the compared OMol25 structures with the same formula, charge and spin at 32.26 kcal/mol. As for the multiplicity: 1. As for the LUMO energy: -0.0891 Eh. As for the charge: +1. The total energy is -477.450538 Ha.

Element x y z (Å)
C  -0.70  -1.01  -0.64
C  1.95  -0.29  -0.01
C  -2.18  2.02  0.64
C  -2.54  -0.98  0.93
C  4.27  0.49  -0.21
C  -1.95  1.03  -0.54
N  -0.57  -2.33  -0.44
N  -1.70  -0.34  -0.03
N  2.97  0.30  0.44
O  0.79  -0.17  0.48
H  -0.07  -0.61  -1.54
H  2.18  -0.86  -0.94
H  -2.17  2.97  0.14
H  -3.09  1.75  1.07
H  -1.29  1.88  1.17
H  -1.93  -1.51  1.74
H  -3.17  -0.24  1.49
H  -3.32  -1.73  0.51
H  4.56  1.48  -0.36
H  5.14  0.14  0.41
H  4.12  0.13  -1.20
H  -2.78  1.07  -1.22
H  -1.11  1.46  -1.17
H  -0.03  -2.88  -1.03
H  2.89  0.92  1.28
H  -0.96  -2.82  0.31